Record 1
Formula: C19H19N2O8P
Source: the OMol25 dataset
Level of theory: ωB97M-V/def2-TZVPD

```
49
Properties=species:S:1:pos:R:3:lowdin_charge:R:1
N 9.9597 -1.6463 -1.4750 -0.074
C 9.5811 -0.3902 -0.8199 -0.500
P 7.7325 -0.3061 -0.6567 0.877
O 5.9017 -0.1120 -0.4251 -0.411
N 5.1893 -1.1167 0.1155 -0.165
O 5.5043 -2.1947 -0.2881 -0.055
H 10.8354 -2.0066 -1.1131 0.062
H 9.2767 -2.3792 -1.3037 0.041
H 9.9369 0.4529 -1.4186 0.068
H 10.0113 -0.3008 0.1856 0.070
H 7.6488 1.0860 -0.6582 0.034
H 7.7110 -0.9883 0.5616 0.037
H 7.5154 -0.9716 -1.8636 0.035
C -0.2621 -0.6279 -2.5686 0.002
C -0.3355 -1.9131 -2.9021 0.028
C 0.8116 -2.8340 -2.6875 -0.382
O 0.7438 -4.0045 -2.9926 0.108
C 2.0449 -2.2641 -2.0834 0.028
C 2.1183 -0.9795 -1.7482 0.025
C 0.9700 -0.0631 -1.9620 -0.391
O 1.0264 1.1055 -1.6368 0.094
H -1.0886 0.0560 -2.7121 0.117
H -1.2233 -2.3516 -3.3399 0.125
H 2.8658 -2.9543 -1.9327 0.119
H 3.0032 -0.5407 -1.3049 0.098
C -3.5456 -0.7479 2.4924 0.026
C -3.8419 -0.8825 1.2029 0.011
C -2.9183 -0.3940 0.1483 -0.380
O -3.2002 -0.4961 -1.0285 0.093
C -1.6466 0.2355 0.5834 0.029
C -1.3476 0.3676 1.8726 0.033
C -2.2738 -0.1140 2.9315 -0.383
O -2.0056 0.0075 4.1063 0.109
H -4.2055 -1.0862 3.2813 0.124
H -4.7654 -1.3348 0.8619 0.120
H -0.9885 0.5951 -0.1974 0.095
H -0.4288 0.8268 2.2150 0.126
C -8.1653 2.0131 2.4200 0.020
C -8.0423 3.3368 2.4397 0.022
C -7.0592 4.0364 1.5693 -0.384
O -6.9470 5.2417 1.5921 0.110
C -6.2192 3.1985 0.6729 0.026
C -6.3489 1.8758 0.6512 0.019
C -7.3268 1.1773 1.5230 -0.385
O -7.4291 -0.0310 1.5064 0.099
H -8.8697 1.4792 3.0452 0.122
H -8.6391 3.9714 3.0825 0.122
H -5.5094 3.7301 0.0519 0.123
H -5.7551 1.2386 0.0066 0.114
```

The value obtained for the HOMO energy is -9.71 eV. The value obtained for the maximum force is 0.67 eV Å⁻¹. The value obtained for the total energy is -1787.94260 hartree. The SMILES is O=C1C=CC(=O)C=C1.O=C1C=CC(=O)C=C1.O=C1C=CC(=O)C=C1.NC[PH3]ON=O.


Record 2
Formula: C19H19N2OS4Sc
Source: the OMol25 dataset
Level of theory: ωB97M-V/def2-TZVPD

```
46
Properties=species:S:1:pos:R:3:lowdin_charge:R:1
Sc 0.9913 0.2546 -0.0089 0.112
O 5.7107 5.3457 -0.9450 -0.127
C 5.0024 4.3719 -0.7974 -1.079
S 4.1193 3.5786 -2.0907 0.908
C 3.2461 2.3972 -1.1272 -1.147
C 3.4923 2.4155 0.1976 -1.144
S 2.7597 1.3649 1.4605 0.417
S 4.6431 3.6217 0.7535 0.901
S 2.1195 1.3182 -2.0143 0.416
C -3.1564 -3.2331 0.0964 -0.157
C -3.7577 -2.1204 0.6666 -0.122
C -3.1032 -0.8988 0.7052 -0.051
C -1.8105 -0.7438 0.1891 -0.232
C -1.1755 -1.9111 -0.2919 -0.208
C -1.8584 -3.1126 -0.3794 -0.094
N -1.0936 0.4624 0.1933 -0.052
C -1.6934 1.7145 0.0308 -0.286
C -0.9549 2.8474 0.4123 -0.050
C -1.4446 4.1291 0.2216 -0.104
C -2.6890 4.3409 -0.3614 -0.139
C -3.4166 3.2311 -0.7718 -0.121
C -2.9344 1.9418 -0.5820 -0.051
H -3.6699 -4.1834 0.0397 0.073
H -4.7556 -2.1987 1.0847 0.087
H -3.5897 -0.0343 1.1397 0.105
H 0.3217 -2.1768 -1.6642 0.112
H -1.3637 -3.9655 -0.8281 0.070
H 0.0216 2.7213 0.8700 0.076
H -0.8392 4.9723 0.5332 0.097
H -3.0737 5.3425 -0.5051 0.080
H -4.3718 3.3648 -1.2679 0.087
H -3.5075 1.0972 -0.9421 0.099
C 1.0031 -1.9516 1.6050 -0.049
C 1.2510 -2.4653 0.1764 -0.590
C 1.2280 -3.9794 0.1510 -0.232
C 2.6284 -1.9682 -0.3089 -0.066
N 0.2140 -1.8110 -0.7215 -0.006
H 1.8019 -2.2914 2.2607 0.090
H 0.0405 -2.3017 1.9759 0.093
H 0.9983 -0.8481 1.6909 0.015
H 2.0606 -4.3674 0.7448 0.047
H 1.3390 -4.3567 -0.8726 0.016
H 0.3053 -4.3875 0.5685 0.043
H 3.3954 -2.2782 0.3994 0.092
H 2.7102 -0.8870 -0.3870 -0.017
H 2.8559 -2.3614 -1.3001 0.085
```

The value obtained for the energy relative to the best compared isomer or geometry (same formula, charge and spin) is 0.00 kJ/mol. The value obtained for the HOMO energy (alpha / beta) is 0.00 / 2.35 eV. The value obtained for the maximum force is 0.97 eV Å⁻¹. The value obtained for the total energy is -3273.71594 hartree. The net charge is -2.


Record 3
Formula: C19H19N3O4
Source: the OMol25 dataset
Level of theory: ωB97M-V/def2-TZVPD

```
45
Properties=species:S:1:pos:R:3:lowdin_charge:R:1
O 1.6406 2.0198 -4.6539 0.100
C 1.9692 0.8696 -4.4875 -0.486
O 2.9227 0.2943 -5.2381 0.106
H 3.2686 0.9407 -5.8728 0.132
C 1.3849 -0.0352 -3.4774 -0.135
C 0.4215 0.4834 -2.6209 0.052
C -0.1650 -0.3177 -1.6488 -0.205
C 0.2218 -1.6519 -1.5446 -0.006
C 1.1856 -2.1597 -2.3977 -0.054
C 1.7742 -1.3671 -3.3648 -0.020
H 2.5269 -1.7629 -4.0272 0.112
H 1.4805 -3.1937 -2.2994 0.107
H -0.2306 -2.2780 -0.7942 0.101
N -1.0964 0.2830 -0.8008 0.162
C -1.7727 -0.2952 0.2414 -0.492
O -1.8457 -1.4964 0.4074 0.075
N -2.4406 0.5754 1.0837 -0.029
C -2.2031 1.9954 1.2155 -0.107
H -1.8912 2.4452 0.2729 0.118
H -3.1574 2.4589 1.4948 0.133
C -1.1658 2.2990 2.3106 -0.252
C 0.1986 1.7047 1.9883 -0.081
N 0.2796 0.2603 2.1488 0.068
C -0.5672 -0.4431 2.9406 -0.182
C -0.3506 -1.7711 3.1708 -0.035
C 0.7273 -2.4198 2.5434 -0.054
C 1.5375 -1.7313 1.7013 0.003
C 1.3592 -0.3307 1.4659 -0.440
O 2.0593 0.3666 0.7456 0.038
H 2.3544 -2.1982 1.1751 0.116
H 0.8839 -3.4736 2.7195 0.110
H -1.0313 -2.3225 3.7973 0.114
C -1.8278 0.2199 3.4285 -0.202
C -1.6383 1.7178 3.6406 -0.106
H -2.5804 2.1747 3.9500 0.122
H -0.8972 1.9046 4.4204 0.127
H -2.1602 -0.2665 4.3487 0.149
C -2.8993 0.0054 2.3336 -0.092
H -3.0727 -1.0590 2.1732 0.129
H -3.8352 0.4909 2.6243 0.133
H 0.5064 1.9244 0.9606 0.126
H 0.9562 2.1522 2.6448 0.146
H -1.0550 3.3852 2.3834 0.148
H -1.2073 1.2717 -0.9639 0.124
H 0.1500 1.5243 -2.7263 0.126
```

The value obtained for the energy relative to the best compared isomer or geometry (same formula, charge and spin) is 21.08 kJ/mol. The value obtained for the HOMO energy is -8.04 eV. The value obtained for the maximum force is 0.98 eV Å⁻¹. The value obtained for the total energy is -1200.74480 hartree. The SMILES is O=C(O)c1cccc(NC(=O)N2C[C@H]3C[C@@H](C2)c2cccc(=O)n2C3)c1.


Record 4
Formula: C19H20BrIrNOS4Sb
Source: the OMol25 dataset
Level of theory: ωB97M-V/def2-TZVPD

```
48
Properties=species:S:1:pos:R:3:lowdin_charge:R:1
Ir 0.6195 2.2439 2.1250 0.484
S -0.2217 3.5523 0.3706 -0.021
Sb -1.3491 4.4775 2.2709 0.479
S 0.5983 4.2179 3.5810 -0.189
S -1.5287 1.9319 2.9049 0.389
C -0.6330 -3.5275 -4.7472 -0.042
C -0.0609 -4.9114 -4.5796 -0.739
O -0.1457 -5.7623 -5.4236 -0.001
S 0.8405 -5.3418 -3.0881 1.021
C 0.7989 -3.8768 -2.0869 -0.572
C -0.2014 -3.7064 -1.1342 -0.099
C -0.2305 -2.5660 -0.3506 -0.027
C 0.7451 -1.5735 -0.4940 -0.250
C 1.7565 -1.7659 -1.4401 -0.028
C 1.7848 -2.9057 -2.2255 -0.096
C 0.7096 -0.3899 0.3133 -0.121
C 0.6675 0.6146 0.9950 -0.289
H -1.5105 -3.6043 -5.3858 0.088
H 0.1128 -2.9174 -5.2610 0.095
H -0.8809 -3.0437 -3.8076 0.065
H -0.9586 -4.4710 -1.0141 0.108
H -1.0106 -2.4329 0.3876 0.109
H 2.5221 -1.0091 -1.5507 0.112
H 2.5719 -3.0464 -2.9555 0.108
Br 7.1077 3.0649 0.4748 0.788
C 5.2910 2.8731 0.9230 -0.682
C 4.8991 2.8860 2.2502 -0.087
C 3.5554 2.7416 2.5311 -0.128
N 2.6314 2.5837 1.5782 -0.149
C 3.0207 2.5723 0.3012 -0.131
C 4.3431 2.7200 -0.0718 -0.082
H 5.6136 3.0098 3.0502 0.111
H 3.1944 2.7700 3.5504 0.093
H 2.2422 2.4356 -0.4353 0.082
H 4.6177 2.7085 -1.1162 0.111
C -4.4034 -0.4349 1.0986 -0.080
C -3.8752 0.6985 1.9761 -0.504
C -4.6414 1.9896 1.7068 -0.092
C -2.3796 0.8544 1.7187 -0.544
H -5.4717 -0.5870 1.2606 0.078
H -3.8909 -1.3749 1.3112 0.075
H -4.2541 -0.2019 0.0410 0.086
H -4.0188 0.4200 3.0253 0.130
H -4.4776 2.3242 0.6783 0.088
H -4.3374 2.7938 2.3806 0.049
H -5.7130 1.8376 1.8445 0.079
H -2.1789 1.2355 0.7151 0.065
H -1.8703 -0.1064 1.8036 0.062
```

The value obtained for the energy relative to the best compared isomer or geometry (same formula, charge and spin) is 0.00 kJ/mol. The value obtained for the HOMO energy is -7.91 eV. The value obtained for the maximum force is 0.76 eV Å⁻¹. The value obtained for the total energy is -5377.40092 hartree.


Repeat the second record exactly.
Formula: C19H19N2OS4Sc
Source: the OMol25 dataset
Level of theory: ωB97M-V/def2-TZVPD

```
46
Properties=species:S:1:pos:R:3:lowdin_charge:R:1
Sc 0.9913 0.2546 -0.0089 0.112
O 5.7107 5.3457 -0.9450 -0.127
C 5.0024 4.3719 -0.7974 -1.079
S 4.1193 3.5786 -2.0907 0.908
C 3.2461 2.3972 -1.1272 -1.147
C 3.4923 2.4155 0.1976 -1.144
S 2.7597 1.3649 1.4605 0.417
S 4.6431 3.6217 0.7535 0.901
S 2.1195 1.3182 -2.0143 0.416
C -3.1564 -3.2331 0.0964 -0.157
C -3.7577 -2.1204 0.6666 -0.122
C -3.1032 -0.8988 0.7052 -0.051
C -1.8105 -0.7438 0.1891 -0.232
C -1.1755 -1.9111 -0.2919 -0.208
C -1.8584 -3.1126 -0.3794 -0.094
N -1.0936 0.4624 0.1933 -0.052
C -1.6934 1.7145 0.0308 -0.286
C -0.9549 2.8474 0.4123 -0.050
C -1.4446 4.1291 0.2216 -0.104
C -2.6890 4.3409 -0.3614 -0.139
C -3.4166 3.2311 -0.7718 -0.121
C -2.9344 1.9418 -0.5820 -0.051
H -3.6699 -4.1834 0.0397 0.073
H -4.7556 -2.1987 1.0847 0.087
H -3.5897 -0.0343 1.1397 0.105
H 0.3217 -2.1768 -1.6642 0.112
H -1.3637 -3.9655 -0.8281 0.070
H 0.0216 2.7213 0.8700 0.076
H -0.8392 4.9723 0.5332 0.097
H -3.0737 5.3425 -0.5051 0.080
H -4.3718 3.3648 -1.2679 0.087
H -3.5075 1.0972 -0.9421 0.099
C 1.0031 -1.9516 1.6050 -0.049
C 1.2510 -2.4653 0.1764 -0.590
C 1.2280 -3.9794 0.1510 -0.232
C 2.6284 -1.9682 -0.3089 -0.066
N 0.2140 -1.8110 -0.7215 -0.006
H 1.8019 -2.2914 2.2607 0.090
H 0.0405 -2.3017 1.9759 0.093
H 0.9983 -0.8481 1.6909 0.015
H 2.0606 -4.3674 0.7448 0.047
H 1.3390 -4.3567 -0.8726 0.016
H 0.3053 -4.3875 0.5685 0.043
H 3.3954 -2.2782 0.3994 0.092
H 2.7102 -0.8870 -0.3870 -0.017
H 2.8559 -2.3614 -1.3001 0.085
```

The value obtained for the energy relative to the best compared isomer or geometry (same formula, charge and spin) is 0.00 kJ/mol. The value obtained for the HOMO energy (alpha / beta) is 0.00 / 2.35 eV. The value obtained for the maximum force is 0.97 eV Å⁻¹. The value obtained for the total energy is -3273.71594 hartree. The net charge is -2.


Repeat the third record exactly.
Formula: C19H19N3O4
Source: the OMol25 dataset
Level of theory: ωB97M-V/def2-TZVPD

```
45
Properties=species:S:1:pos:R:3:lowdin_charge:R:1
O 1.6406 2.0198 -4.6539 0.100
C 1.9692 0.8696 -4.4875 -0.486
O 2.9227 0.2943 -5.2381 0.106
H 3.2686 0.9407 -5.8728 0.132
C 1.3849 -0.0352 -3.4774 -0.135
C 0.4215 0.4834 -2.6209 0.052
C -0.1650 -0.3177 -1.6488 -0.205
C 0.2218 -1.6519 -1.5446 -0.006
C 1.1856 -2.1597 -2.3977 -0.054
C 1.7742 -1.3671 -3.3648 -0.020
H 2.5269 -1.7629 -4.0272 0.112
H 1.4805 -3.1937 -2.2994 0.107
H -0.2306 -2.2780 -0.7942 0.101
N -1.0964 0.2830 -0.8008 0.162
C -1.7727 -0.2952 0.2414 -0.492
O -1.8457 -1.4964 0.4074 0.075
N -2.4406 0.5754 1.0837 -0.029
C -2.2031 1.9954 1.2155 -0.107
H -1.8912 2.4452 0.2729 0.118
H -3.1574 2.4589 1.4948 0.133
C -1.1658 2.2990 2.3106 -0.252
C 0.1986 1.7047 1.9883 -0.081
N 0.2796 0.2603 2.1488 0.068
C -0.5672 -0.4431 2.9406 -0.182
C -0.3506 -1.7711 3.1708 -0.035
C 0.7273 -2.4198 2.5434 -0.054
C 1.5375 -1.7313 1.7013 0.003
C 1.3592 -0.3307 1.4659 -0.440
O 2.0593 0.3666 0.7456 0.038
H 2.3544 -2.1982 1.1751 0.116
H 0.8839 -3.4736 2.7195 0.110
H -1.0313 -2.3225 3.7973 0.114
C -1.8278 0.2199 3.4285 -0.202
C -1.6383 1.7178 3.6406 -0.106
H -2.5804 2.1747 3.9500 0.122
H -0.8972 1.9046 4.4204 0.127
H -2.1602 -0.2665 4.3487 0.149
C -2.8993 0.0054 2.3336 -0.092
H -3.0727 -1.0590 2.1732 0.129
H -3.8352 0.4909 2.6243 0.133
H 0.5064 1.9244 0.9606 0.126
H 0.9562 2.1522 2.6448 0.146
H -1.0550 3.3852 2.3834 0.148
H -1.2073 1.2717 -0.9639 0.124
H 0.1500 1.5243 -2.7263 0.126
```

The value obtained for the energy relative to the best compared isomer or geometry (same formula, charge and spin) is 21.08 kJ/mol. The value obtained for the HOMO energy is -8.04 eV. The value obtained for the maximum force is 0.98 eV Å⁻¹. The value obtained for the total energy is -1200.74480 hartree. The SMILES is O=C(O)c1cccc(NC(=O)N2C[C@H]3C[C@@H](C2)c2cccc(=O)n2C3)c1.


Q: Look up the maximum force of the first one.
A: 0.67 eV Å⁻¹